(1)
# C19H11CaCl5N3

C19H11CaCl5N3 as an isolated structure (the ωB97M-V functional and the def2-TZVPD basis, OMol25).

The highest occupied orbital energy comes out at -1.95 eV. The total energy is -105403.8882 eV. As for the relative energy (zero: lowest compared OMol25 entry of this formula, charge and spin): 5.6 kJ/mol.

ORCA input file:
```
! wB97M-V def2-TZVPD RIJCOSX def2/J DEFGRID3
* xyz -1 1
Ca 0.847 0.092 -0.756
Cl 0.783 -0.997 3.314
C 0.399 0.690 3.036
C 0.405 1.141 1.728
C 0.041 2.465 1.574
Cl -0.026 3.095 -0.066
C -0.295 3.322 2.619
Cl -0.739 4.969 2.341
C -0.276 2.816 3.917
Cl -0.691 3.833 5.251
C 0.070 1.482 4.132
Cl 0.068 0.845 5.740
N 2.474 -0.091 -2.066
C 3.372 -1.024 -2.334
C 3.050 -2.411 -2.598
C 4.009 -3.394 -2.748
C 5.373 -3.101 -2.697
C 5.734 -1.762 -2.514
C 4.793 -0.762 -2.366
H 1.991 -2.646 -2.672
H 3.689 -4.420 -2.916
H 6.122 -3.875 -2.813
H 6.788 -1.493 -2.492
H 5.111 0.266 -2.228
N -3.504 0.578 -2.090
C -2.182 0.315 -2.250
N -1.623 -0.123 -1.157
C -2.631 -0.156 -0.203
C -2.589 -0.530 1.139
C -3.764 -0.438 1.857
C -4.957 0.009 1.271
C -5.014 0.381 -0.058
C -3.829 0.290 -0.776
H -4.117 0.939 -2.798
H -1.668 0.461 -3.188
H -1.665 -0.857 1.597
H -3.762 -0.710 2.905
H -5.853 0.068 1.875
H -5.933 0.731 -0.511
*
```



(2)
# C27H41BN7S3Tc

C27H41BN7S3Tc as an isolated structure (the ωB97M-V functional and the def2-TZVPD basis, OMol25).

The highest occupied orbital energy (alpha / beta) comes out at -16.74 / -16.81 eV. The total energy is -74455.5721 eV. As for the relative energy (zero: lowest compared OMol25 entry of this formula, charge and spin): 0.0 kJ/mol.

ORCA input file:
```
! wB97M-V def2-TZVPD RIJCOSX def2/J DEFGRID3
* xyz 3 2
Tc -0.389 0.913 0.680
C -3.884 1.089 -3.357
C -4.184 -0.105 -2.457
C -4.777 0.358 -1.135
C -5.157 -1.077 -3.123
N -2.862 -0.845 -2.260
C -2.301 -1.547 -3.299
C -1.139 -2.087 -2.860
N -0.970 -1.713 -1.548
B 0.299 -2.236 -0.782
N 1.577 -1.466 -1.205
C 2.725 -2.176 -1.479
C 3.642 -1.312 -1.970
N 3.059 -0.070 -2.024
C 1.811 -0.184 -1.532
S 0.748 1.168 -1.245
C 3.804 1.178 -2.489
C 5.065 0.726 -3.221
C 4.170 1.976 -1.242
C 2.945 1.992 -3.458
N 0.075 -2.352 0.760
C -0.695 -3.383 1.224
C -0.707 -3.320 2.579
N 0.054 -2.244 2.955
C 0.497 -1.646 1.832
S 1.406 -0.151 1.692
C 0.277 -1.962 4.437
C 1.280 -0.847 4.681
C -1.082 -1.593 5.024
C 0.818 -3.247 5.065
C -2.026 -0.946 -1.215
S -2.226 -0.320 0.409
H -4.805 1.642 -3.534
H -3.492 0.778 -4.325
H -3.164 1.763 -2.888
H -5.765 0.764 -1.350
H -4.198 1.158 -0.674
H -4.913 -0.462 -0.430
H -6.124 -0.585 -3.210
H -5.288 -1.979 -2.525
H -4.853 -1.358 -4.129
H -2.770 -1.626 -4.262
H -0.437 -2.724 -3.368
H 0.453 -3.357 -1.165
H 2.789 -3.239 -1.328
H 4.642 -1.503 -2.309
H 5.798 0.271 -2.555
H 5.536 1.610 -3.646
H 4.839 0.044 -4.040
H 4.794 1.388 -0.568
H 3.275 2.301 -0.707
H 4.731 2.863 -1.536
H 2.503 1.360 -4.229
H 3.593 2.711 -3.956
H 2.163 2.559 -2.963
H -1.140 -4.109 0.566
H -1.170 -3.977 3.292
H 0.918 0.129 4.357
H 2.245 -1.044 4.214
H 1.443 -0.795 5.756
H -1.519 -0.737 4.502
H -0.960 -1.330 6.073
H -1.791 -2.418 4.972
H 1.775 -3.527 4.623
H 0.132 -4.087 4.977
H 0.975 -3.072 6.128
N -1.337 1.740 2.559
C -0.599 2.777 1.932
C -1.011 3.150 0.626
C -0.281 4.160 -0.058
C 0.837 4.701 0.502
C 1.280 4.265 1.776
C 0.590 3.310 2.479
H -1.014 1.460 3.478
H -2.342 1.901 2.572
H -2.004 2.866 0.277
H -0.653 4.509 -1.012
H 1.380 5.482 -0.012
H 2.167 4.702 2.214
H 0.917 2.995 3.462
*
```



(3)
# C10H11N

One molecule with the formula C10H11N (the ωB97M-V functional and the def2-TZVPD basis, OMol25).

The highest occupied orbital energy comes out at -8.72 eV. The total energy is -12037.9455 eV. As for the relative energy (zero: lowest compared OMol25 entry of this formula, charge and spin): 4.2 kJ/mol. As for the structure (SMILES): c1ccc2c(c1)[C@H]1CN[C@@H]2C1.

ORCA input file:
```
! wB97M-V def2-TZVPD RIJCOSX def2/J DEFGRID3
* xyz 0 1
C -2.188 -1.482 1.002
C -2.665 -0.202 1.031
C -1.885 0.878 0.607
C -0.570 0.586 0.308
C -0.062 -0.743 0.267
C -0.878 -1.778 0.606
C 1.386 -0.647 -0.195
C 1.425 -0.157 -1.653
N 0.772 1.184 -1.620
C 0.597 1.452 -0.154
C 1.771 0.710 0.463
H -2.815 -2.330 1.381
H -3.647 -0.095 1.471
H -2.326 1.892 0.517
H -0.552 -2.849 0.617
H 1.985 -1.514 0.035
H 2.471 -0.167 -1.999
H 0.832 -0.859 -2.286
H 1.391 1.914 -2.056
H 0.487 2.499 -0.017
H 1.713 0.664 1.570
H 2.758 1.045 0.102
*
```



(4)
# C4H12NO5PS2

One molecule with the formula C4H12NO5PS2 (the ωB97M-V functional and the def2-TZVPD basis, OMol25).

The highest occupied orbital energy comes out at -10.18 eV. The total energy is -47028.3843 eV. As for the relative energy (zero: lowest compared OMol25 entry of this formula, charge and spin): 0.0 kJ/mol. As for the structure (SMILES): C[P@@](=O)(CS(C)(=O)=O)O[S@@](C)(=N)=O.

ORCA input file:
```
! wB97M-V def2-TZVPD RIJCOSX def2/J DEFGRID3
* xyz 0 1
C -0.775 -0.740 -2.380
P -0.282 -0.311 -0.728
O 1.103 -0.636 -0.380
C -0.871 1.358 -0.491
S 0.426 2.484 -1.028
C 1.772 2.307 0.162
O 0.853 1.845 -2.280
O -0.060 3.825 -0.997
O -1.247 -1.178 0.305
S -0.894 -1.587 1.860
C 0.289 -2.917 1.468
N -0.085 -0.440 2.462
O -2.095 -2.040 2.464
H -0.334 -1.577 -2.955
H -1.814 -1.142 -2.433
H -0.578 0.109 -2.985
H -1.291 1.601 0.539
H -1.524 1.757 -1.281
H 1.387 1.791 0.944
H 2.670 1.832 -0.359
H 2.184 3.319 0.442
H 1.083 -2.840 2.240
H -0.247 -3.899 1.493
H 0.729 -2.686 0.520
H -0.398 -0.234 3.400
*
```



(5)
# C17H17CoF6N3O8S2

C17H17CoF6N3O8S2 as an isolated structure (the ωB97M-V functional and the def2-TZVPD basis, OMol25).

The highest occupied orbital energy (alpha / beta) comes out at -8.43 / -9.21 eV. The total energy is -114356.9928 eV. As for the relative energy (zero: lowest compared OMol25 entry of this formula, charge and spin): 0.0 kJ/mol.

ORCA input file:
```
! wB97M-V def2-TZVPD RIJCOSX def2/J DEFGRID3
* xyz 0 4
Co -1.150 0.721 0.496
C -2.300 1.447 2.635
C -1.268 1.788 3.505
C -0.433 0.804 4.006
C -0.619 -0.525 3.637
C -1.668 -0.876 2.799
C -2.526 0.108 2.303
H -2.987 2.209 2.292
H -1.120 2.824 3.785
H 0.377 1.069 4.674
H 0.049 -1.291 4.012
H -1.823 -1.910 2.520
H -3.401 -0.167 1.730
F -3.577 -3.172 -0.855
C -3.969 -2.358 -1.840
F -5.185 -1.903 -1.567
F -3.991 -3.038 -2.975
S -2.827 -0.937 -1.965
O -2.921 -0.319 -0.653
O -3.232 -0.183 -3.103
N -1.441 -1.646 -2.237
S -0.291 -1.886 -1.226
O 0.995 -1.691 -1.825
O -0.497 -1.285 0.097
C -0.369 -3.708 -0.861
F -0.942 -4.362 -1.856
F 0.870 -4.170 -0.696
F -1.053 -3.925 0.255
C -2.116 3.119 -2.950
O -2.209 2.971 -1.514
C -1.434 2.041 -0.960
O -0.621 1.401 -1.634
H -3.123 3.009 -3.345
H -1.464 2.359 -3.369
H -1.733 4.115 -3.159
O 4.263 -3.038 -0.852
C 4.691 -1.788 -1.354
N 3.853 -0.695 -0.925
C 4.223 0.196 0.031
O 5.345 0.313 0.482
C 3.114 1.112 0.465
C 3.337 2.468 0.629
C 2.269 3.285 0.954
C 1.020 2.714 1.117
N 0.808 1.399 1.016
C 1.845 0.619 0.702
H 3.402 -3.244 -1.232
H 4.725 -1.802 -2.442
H 5.683 -1.610 -0.957
H 2.907 -0.664 -1.280
H 4.333 2.866 0.476
H 2.389 4.354 1.062
H 0.151 3.322 1.335
H 1.640 -0.440 0.618
*
```



(6)
# C2H3FN

An isolated ion of composition C2H3FN and charge +1 (the ωB97M-V functional and the def2-TZVPD basis, OMol25).

The highest occupied orbital energy comes out at -19.27 eV. The total energy is -6317.1048 eV. As for the relative energy (zero: lowest compared OMol25 entry of this formula, charge and spin): 320.4 kJ/mol. As for the structure (SMILES): CC#[N+]F.

ORCA input file:
```
! wB97M-V def2-TZVPD RIJCOSX def2/J DEFGRID3
* xyz 1 1
C -0.932 0.026 -0.011
C 0.433 0.027 0.088
N 1.574 -0.028 -0.054
F 3.032 0.013 0.053
H -1.492 0.475 0.881
H -1.313 -1.107 -0.131
H -1.301 0.595 -0.826
*
```